Here is a structure of composition C39H56As2MnN3OPS4 from the Open Molecules 2025 dataset. Energies are from wB97M-V/def2-TZVPD.

Properties
- Kohn-Sham gap (alpha / beta) (eV) = 4.82 / 4.87
- expectation value of S² = 0.86
- energy above the lowest of the compared OMol25 structures with the same formula, charge and spin (kJ/mol) = 39.1
- electronic energy (eV) = -253501.52251
- LUMO level (alpha / beta) (eV) = 3.8 / 3.8

Geometry as ORCA input:
```
! RIJCOSX wB97M-V def2-TZVPD def2/J DEFGRID3
* xyz -2 2
Mn 0.59 0.19 1.53
O 2.48 -1.84 -1.40
C 1.92 -1.45 -0.36
N 1.78 -0.19 0.04
C 2.23 0.89 -0.79
C 1.35 2.09 -0.55
C 1.53 3.29 -1.22
C 0.69 4.36 -0.95
C -0.32 4.21 0.00
C -0.44 2.98 0.63
N 0.37 1.95 0.37
C 1.28 -2.40 0.64
C 1.36 -3.74 0.43
C 0.89 -4.59 1.50
C 0.35 -4.06 2.61
C 0.09 -2.60 2.72
N 0.73 -1.79 1.72
H 2.23 0.63 -1.85
H 3.27 1.19 -0.57
H 2.32 3.37 -1.95
H 0.82 5.30 -1.47
H -0.99 5.01 0.25
H -1.20 2.79 1.39
H 1.83 -4.11 -0.46
H 1.03 -5.67 1.42
H 0.02 -4.68 3.43
H 0.31 -2.23 3.73
S -4.01 -0.18 4.32
As -1.97 -0.72 4.21
S -0.77 0.86 3.24
S -1.82 -2.39 2.71
S -0.98 -1.30 6.00
C 1.98 2.35 4.47
As 2.50 1.35 2.88
C 3.60 0.01 3.76
C 3.89 2.57 2.13
C 4.86 3.14 3.09
C 6.03 2.46 3.42
C 6.92 2.96 4.36
C 6.67 4.18 4.98
C 5.52 4.88 4.65
C 4.63 4.37 3.72
H 1.33 3.17 4.19
H 2.86 2.72 5.00
H 1.41 1.67 5.09
H 4.06 -0.65 3.02
H 2.92 -0.58 4.38
H 4.36 0.48 4.38
H 3.31 3.36 1.63
H 4.39 1.99 1.35
H 6.24 1.51 2.94
H 7.82 2.40 4.61
H 7.36 4.57 5.72
H 5.31 5.83 5.12
H 3.73 4.92 3.47
C -2.74 -5.08 -2.44
C -3.24 -4.45 -1.13
C -2.45 -3.19 -0.77
C -2.10 -2.40 -2.04
C -1.08 -3.23 -2.85
C -1.27 -4.74 -2.65
P -1.36 -0.78 -1.53
C -0.85 0.06 -3.12
C 0.42 -0.48 -3.79
C 1.04 0.61 -4.68
C -0.03 1.49 -5.34
C -1.31 0.68 -5.56
C -1.92 0.28 -4.20
C -2.84 0.30 -1.13
C -4.18 0.07 -1.87
C -5.24 -0.57 -0.97
C -5.57 0.34 0.23
C -4.33 1.11 0.72
C -3.07 0.32 0.39
H -3.32 -4.69 -3.29
H -2.90 -6.16 -2.43
H -3.15 -5.17 -0.31
H -4.31 -4.21 -1.21
H -1.52 -3.44 -0.25
H -3.02 -2.59 -0.06
H -3.01 -2.26 -2.63
H -0.06 -2.96 -2.55
H -1.18 -2.99 -3.91
H -0.70 -5.07 -1.78
H -0.87 -5.28 -3.51
H -0.57 1.05 -2.72
H 0.16 -1.34 -4.41
H 1.15 -0.84 -3.06
H 1.67 0.15 -5.45
H 1.70 1.24 -4.07
H 0.34 1.90 -6.29
H -0.26 2.35 -4.70
H -1.06 -0.21 -6.14
H -2.04 1.25 -6.14
H -2.50 -0.64 -4.33
H -2.62 1.05 -3.87
H -2.47 1.30 -1.39
H -4.05 -0.53 -2.77
H -4.57 1.04 -2.21
H -4.87 -1.53 -0.61
H -6.14 -0.77 -1.54
H -5.96 -0.27 1.05
H -6.36 1.04 -0.05
H -4.39 1.26 1.80
H -4.28 2.09 0.24
H -3.16 -0.68 0.80
H -2.20 0.75 0.89
*
```